Molecular formula: C77H172N18O13
Method: DFT, wB97M-V/def2-TZVPD

As for the total charge: 0. The value obtained for the highest occupied orbital energy is -8.082 eV. The calculation puts the total energy at -5000.62620 hartree. As for the gap between HOMO and LUMO: 7.99 eV.

Each atom is followed by the atoms it is bonded to, with distances in Å.
Element x y z (Å)
1 C 4.383 5.888 6.151  C2 1.550, H12 1.094, H13 1.091, H14 1.103
2 C 3.188 4.974 5.779  C1 1.550, C3 1.584, N7 1.467, C11 1.505
3 C 2.760 5.287 4.286  C2 1.584, C4 1.548, H15 1.082, H16 1.100
4 C 1.608 4.330 3.894  C3 1.548, C5 1.492, H17 1.086, H18 1.069
5 C 2.186 2.955 3.903  C4 1.492, C6 1.487, H19 1.096, H20 1.104
6 C 2.651 2.592 5.268  C5 1.487, N7 1.467, C9 1.530, C10 1.620
7 N 3.617 3.571 5.779  C2 1.467, C6 1.467, O8 1.483
8 O 3.725 3.243 7.221  N7 1.483, H30 0.963
9 C 1.396 2.424 6.126  C6 1.530, H21 1.078, H22 1.104, H23 1.082
10 C 3.372 1.141 5.294  C6 1.620, H24 1.096, H25 1.094, H26 1.097
11 C 2.096 5.296 6.764  C2 1.505, H27 1.091, H28 1.097, H29 1.092
12 H 4.207 6.909 5.799  C1 1.094
13 H 5.331 5.565 5.719  C1 1.091
14 H 4.451 5.865 7.251  C1 1.103
15 H 2.419 6.302 4.131  C3 1.082
16 H 3.609 5.044 3.629  C3 1.100
17 H 1.347 4.615 2.879  C4 1.086
18 H 0.755 4.420 4.532  C4 1.069
19 H 3.019 2.867 3.196  C5 1.096
20 H 1.500 2.115 3.701  C5 1.104
21 H 0.657 3.183 5.925  C9 1.078
22 H 0.923 1.486 5.784  C9 1.104
23 H 1.662 2.294 7.166  C9 1.082
24 H 2.934 0.499 4.521  C10 1.096
25 H 4.434 1.255 5.053  C10 1.094
26 H 3.276 0.676 6.283  C10 1.097
27 H 1.166 4.727 6.736  C11 1.091
28 H 1.869 6.360 6.629  C11 1.097
29 H 2.454 4.988 7.749  C11 1.092
30 H 4.656 3.019 7.319  O8 0.963
31 C -6.972 0.714 5.935  C32 1.558, H42 1.093, H43 1.093, H44 1.092
32 C -6.182 1.430 4.799  C31 1.558, C33 1.605, N37 1.470, C41 1.542
33 C -6.313 3.015 5.022  C32 1.605, C34 1.490, H45 1.095, H46 1.095
34 C -5.472 3.814 4.087  C33 1.490, C35 1.508, H47 1.111, H48 1.079
35 C -4.038 3.390 4.283  C34 1.508, C36 1.561, H49 1.084, H50 1.090
36 C -3.778 1.857 4.156  C35 1.561, N37 1.459, C39 1.583, C40 1.575
37 N -4.753 1.124 4.956  C32 1.470, C36 1.459, O38 1.449
38 O -4.640 -0.283 4.626  N37 1.449, H60 0.959
39 C -3.791 1.544 2.604  C36 1.583, H51 1.088, H52 1.085, H53 1.082
40 C -2.369 1.483 4.751  C36 1.575, H54 1.095, H55 1.081, H56 1.078
41 C -6.664 1.001 3.399  C32 1.542, H57 1.094, H58 1.089, H59 1.076
42 H -7.991 1.089 6.062  C31 1.093
43 H -6.464 0.909 6.883  C31 1.093
44 H -6.996 -0.360 5.740  C31 1.092
45 H -7.360 3.333 4.985  C33 1.095
46 H -5.884 3.231 6.006  C33 1.095
47 H -5.504 4.889 4.365  C34 1.111
48 H -5.794 3.825 3.057  C34 1.079
49 H -3.792 3.636 5.310  C35 1.084
50 H -3.398 3.934 3.589  C35 1.090
51 H -3.924 0.476 2.444  C39 1.088
52 H -4.649 2.026 2.148  C39 1.085
53 H -2.912 1.917 2.097  C39 1.082
54 H -1.539 1.952 4.211  C40 1.095
55 H -2.425 1.763 5.793  C40 1.081
56 H -2.160 0.426 4.705  C40 1.078
57 H -7.734 1.193 3.276  C41 1.094
58 H -6.299 -0.001 3.176  C41 1.089
59 H -6.193 1.555 2.606  C41 1.076
60 H -4.352 -0.621 5.476  O38 0.959
61 C -2.269 5.386 -3.839  C62 1.556, H72 1.099, H73 1.091, H74 1.084
62 C -2.337 5.745 -2.327  C61 1.556, C63 1.586, N67 1.496, C71 1.545
63 C -3.780 5.474 -1.726  C62 1.586, C64 1.499, H75 1.101, H76 1.125
64 C -3.696 5.488 -0.230  C63 1.499, C65 1.522, H77 1.094, H78 1.099
65 C -2.791 4.382 0.292  C64 1.522, C66 1.569, H79 1.092, H80 1.098
66 C -1.329 4.633 -0.221  C65 1.569, N67 1.496, C69 1.558, C70 1.541
67 N -1.374 4.780 -1.709  C62 1.496, C66 1.496, O68 1.464
68 O -0.058 5.203 -2.190  N67 1.464, H90 0.959
69 C -0.673 5.859 0.481  C66 1.558, H81 1.073, H82 1.093, H83 1.092
70 C -0.373 3.465 0.089  C66 1.541, H84 1.088, H85 1.105, H86 1.094
71 C -1.954 7.230 -2.137  C62 1.545, H87 1.088, H88 1.083, H89 1.093
72 H -1.422 5.992 -4.188  C61 1.099
73 H -3.076 5.744 -4.480  C61 1.091
74 H -2.026 4.351 -4.052  C61 1.084
75 H -4.474 6.270 -2.037  C63 1.101
76 H -4.257 4.527 -2.101  C63 1.125
77 H -4.705 5.433 0.190  C64 1.094
78 H -3.279 6.454 0.089  C64 1.099
79 H -3.132 3.396 -0.031  C65 1.092
80 H -2.710 4.315 1.385  C65 1.098
81 H -1.129 6.734 0.060  C69 1.073
82 H -0.816 5.859 1.565  C69 1.093
83 H 0.398 5.954 0.291  C69 1.092
84 H 0.559 3.637 -0.446  C70 1.088
85 H -0.305 3.387 1.189  C70 1.105
86 H -0.771 2.485 -0.189  C70 1.094
87 H -0.993 7.359 -2.629  C71 1.088
88 H -1.870 7.597 -1.121  C71 1.083
89 H -2.561 7.862 -2.790  C71 1.093
90 H 0.139 6.020 -1.730  O68 0.959
91 C -4.018 2.299 -5.899  C92 1.530, H102 1.107, H103 1.079, H104 1.104
92 C -4.439 0.907 -5.420  C91 1.530, C93 1.567, N97 1.454, C101 1.552
93 C -6.000 0.931 -5.296  C92 1.567, C94 1.505, H105 1.100, H106 1.113
94 C -6.582 1.119 -6.671  C93 1.505, C95 1.532, H107 1.084, H108 1.092
95 C -6.265 -0.171 -7.434  C94 1.532, C96 1.530, H109 1.087, H110 1.101
96 C -4.765 -0.367 -7.658  C95 1.530, N97 1.512, C99 1.535, C100 1.574
97 N -4.072 -0.167 -6.329  C92 1.454, C96 1.512, O98 1.407
98 O -2.671 -0.233 -6.445  N97 1.407, H120 0.963
99 C -4.484 -1.818 -8.075  C96 1.535, H111 1.101, H112 1.088, H113 1.087
100 C -4.094 0.549 -8.747  C96 1.574, H114 1.090, H115 1.099, H116 1.099
101 C -3.887 0.491 -4.031  C92 1.552, H117 1.090, H118 1.096, H119 1.087
102 H -4.327 3.061 -5.158  C91 1.107
103 H -4.547 2.571 -6.799  C91 1.079
104 H -2.916 2.328 -5.959  C91 1.104
105 H -6.308 -0.054 -4.915  C93 1.100
106 H -6.297 1.750 -4.603  C93 1.113
107 H -6.278 2.031 -7.174  C94 1.084
108 H -7.671 1.173 -6.621  C94 1.092
109 H -6.819 -0.221 -8.368  C95 1.087
110 H -6.527 -1.007 -6.766  C95 1.101
111 H -4.823 -2.556 -7.331  C99 1.101
112 H -5.003 -1.997 -9.014  C99 1.088
113 H -3.419 -1.962 -8.239  C99 1.087
114 H -4.132 1.599 -8.453  C100 1.090
115 H -3.040 0.240 -8.789  C100 1.099
116 H -4.577 0.548 -9.734  C100 1.099
117 H -4.407 -0.425 -3.754  C101 1.090
118 H -4.038 1.245 -3.250  C101 1.096
119 H -2.818 0.369 -4.184  C101 1.087
120 H -2.358 0.507 -6.974  O98 0.963
121 C 5.184 4.309 0.562  C122 1.538, H132 1.094, H133 1.087, H134 1.089
122 C 4.318 3.491 -0.412  C121 1.538, C123 1.520, N127 1.486, C131 1.502
123 C 3.427 4.425 -1.214  C122 1.520, C124 1.547, H135 1.090, H136 1.085
124 C 4.204 5.264 -2.256  C123 1.547, C125 1.504, H137 1.083, H138 1.102
125 C 4.869 4.289 -3.187  C124 1.504, C126 1.495, H139 1.105, H140 1.095
126 C 5.855 3.413 -2.484  C125 1.495, N127 1.486, C129 1.553, C130 1.500
127 N 5.149 2.721 -1.374  C122 1.486, C126 1.486, O128 1.439
128 O 6.019 1.757 -0.756  N127 1.439, H150 0.975
129 C 6.299 2.277 -3.445  C126 1.553, H141 1.089, H142 1.095, H143 1.094
130 C 7.061 4.207 -2.079  C126 1.500, H144 1.098, H145 1.102, H146 1.085
131 C 3.448 2.554 0.375  C122 1.502, H147 1.100, H148 1.093, H149 1.085
132 H 4.575 4.762 1.350  C121 1.094
133 H 5.724 5.129 0.094  C121 1.087
134 H 5.863 3.651 1.102  C121 1.089
135 H 2.825 3.725 -1.792  C123 1.090
136 H 2.810 5.018 -0.548  C123 1.085
137 H 4.918 5.846 -1.685  C124 1.083
138 H 3.570 6.003 -2.771  C124 1.102
139 H 5.501 4.751 -3.967  C125 1.105
140 H 4.120 3.684 -3.708  C125 1.095
141 H 6.791 2.672 -4.333  C129 1.089
142 H 6.991 1.593 -2.942  C129 1.095
143 H 5.427 1.680 -3.728  C129 1.094
144 H 7.777 3.566 -1.547  C130 1.098
145 H 7.576 4.472 -3.016  C130 1.102
146 H 6.821 5.062 -1.456  C130 1.085
147 H 4.054 1.994 1.101  C131 1.100
148 H 3.036 1.790 -0.288  C131 1.093
149 H 2.749 3.125 0.977  C131 1.085
150 H 6.742 2.233 -0.308  O128 0.975
151 C -5.441 -9.517 1.043  C152 1.535, H162 1.093, H163 1.079, H164 1.087
152 C -4.139 -9.329 0.252  C151 1.535, C153 1.544, N157 1.528, C161 1.499
153 C -4.414 -8.472 -1.003  C152 1.544, C154 1.537, H165 1.094, H166 1.112
154 C -3.107 -8.060 -1.701  C153 1.537, C155 1.547, H167 1.094, H168 1.091
155 C -2.271 -7.178 -0.743  C154 1.547, C156 1.576, H169 1.104, H170 1.078
156 C -1.958 -7.926 0.609  C155 1.576, N157 1.481, C159 1.549, C160 1.547
157 N -3.200 -8.523 1.149  C152 1.528, C156 1.481, O158 1.455
158 O -2.780 -9.439 2.199  N157 1.455, H180 0.963
159 C -0.851 -8.983 0.370  C156 1.549, H171 1.090, H172 1.085, H173 1.079
160 C -1.452 -6.886 1.638  C156 1.547, H174 1.106, H175 1.090, H176 1.103
161 C -3.493 -10.635 -0.103  C152 1.499, H177 1.097, H178 1.076, H179 1.096
162 H -5.772 -8.587 1.511  C151 1.093
163 H -5.191 -10.199 1.842  C151 1.079
164 H -6.251 -9.882 0.416  C151 1.087
165 H -4.920 -9.178 -1.668  C153 1.094
166 H -5.014 -7.575 -0.732  C153 1.112
167 H -3.302 -7.665 -2.702  C154 1.094
168 H -2.556 -8.981 -1.895  C154 1.091
169 H -2.833 -6.254 -0.525  C155 1.104
170 H -1.334 -6.977 -1.236  C155 1.078
171 H -0.938 -9.847 1.029  C159 1.090
172 H -0.891 -9.333 -0.657  C159 1.085
173 H 0.114 -8.545 0.568  C159 1.079
174 H -0.953 -7.445 2.451  C160 1.106
175 H -0.614 -6.305 1.255  C160 1.090
176 H -2.265 -6.338 2.144  C160 1.103
177 H -3.107 -11.022 0.847  C161 1.097
178 H -2.598 -10.575 -0.696  C161 1.076
179 H -4.173 -11.370 -0.547  C161 1.096
180 H -3.474 -9.293 2.850  O158 0.963
181 C -1.346 -1.179 -0.653  C182 1.504, H192 1.090, H193 1.091, H194 1.085
182 C 0.110 -1.468 -0.409  C181 1.504, C183 1.559, N187 1.506, C191 1.628
183 C 0.908 -0.217 0.067  C182 1.559, C184 1.510, H195 1.090, H196 1.102
184 C 0.437 0.162 1.451  C183 1.510, C185 1.522, H197 1.080, H198 1.075
185 C 0.871 -0.955 2.390  C184 1.522, C186 1.549, H199 1.091, H200 1.093
186 C 0.108 -2.266 2.076  C185 1.549, N187 1.513, C189 1.560, C190 1.506
187 N 0.308 -2.563 0.605  C182 1.506, C186 1.513, O188 1.452
188 O -0.510 -3.669 0.141  N187 1.452, H210 0.968
189 C 0.749 -3.436 2.884  C186 1.560, H201 1.091, H202 1.104, H203 1.085
190 C -1.349 -2.161 2.445  C186 1.506, H204 1.094, H205 1.090, H206 1.087
191 C 0.761 -1.954 -1.820  C182 1.628, H207 1.084, H208 1.087, H209 1.088
192 H -1.774 -0.620 0.180  C181 1.090
193 H -1.897 -2.114 -0.759  C181 1.091
194 H -1.513 -0.554 -1.523  C181 1.085
195 H 1.974 -0.444 0.053  C183 1.090
196 H 0.720 0.606 -0.641  C183 1.102
197 H -0.631 0.316 1.483  C184 1.080
198 H 0.896 1.057 1.828  C184 1.075
199 H 0.590 -0.675 3.406  C185 1.091
200 H 1.943 -1.156 2.324  C185 1.093
201 H 1.812 -3.547 2.664  C189 1.091
202 H 0.642 -3.203 3.957  C189 1.104
203 H 0.218 -4.353 2.647  C189 1.085
204 H -1.547 -1.911 3.492  C190 1.094
205 H -1.798 -1.410 1.796  C190 1.090
206 H -1.824 -3.109 2.207  C190 1.087
207 H 1.837 -2.082 -1.817  C191 1.084
208 H 0.457 -1.318 -2.647  C191 1.087
209 H 0.285 -2.905 -2.047  C191 1.088
210 H 0.080 -4.429 0.248  O188 0.968
211 C 6.165 -3.738 -0.280  C212 1.529, H222 1.087, H223 1.091, H224 1.102
212 C 5.588 -2.987 0.921  C211 1.529, C213 1.544, N217 1.507, C221 1.527
213 C 5.331 -3.912 2.130  C212 1.544, C214 1.561, H225 1.086, H226 1.097
214 C 5.082 -3.042 3.403  C213 1.561, C215 1.508, H227 1.090, H228 1.104
215 C 6.372 -2.308 3.675  C214 1.508, C216 1.565, H229 1.107, H230 1.092
216 C 6.726 -1.242 2.586  C215 1.565, N217 1.504, C219 1.525, C220 1.559
217 N 6.680 -2.019 1.300  C212 1.507, C216 1.504, O218 1.416
218 O 7.011 -1.220 0.178  N217 1.416, H240 0.980
219 C 5.747 -0.073 2.594  C216 1.525, H231 1.085, H232 1.086, H233 1.093
220 C 8.164 -0.663 2.752  C216 1.559, H234 1.088, H235 1.084, H236 1.084
221 C 4.317 -2.207 0.592  C212 1.527, H237 1.079, H238 1.090, H239 1.092
222 H 6.225 -3.036 -1.107  C211 1.087
223 H 5.434 -4.505 -0.540  C211 1.091
224 H 7.172 -4.149 -0.103  C211 1.102
225 H 4.394 -4.421 1.926  C213 1.086
226 H 6.212 -4.539 2.314  C213 1.097
227 H 4.810 -3.743 4.191  C214 1.090
228 H 4.199 -2.380 3.408  C214 1.104
229 H 7.222 -3.013 3.735  C215 1.107
230 H 6.425 -1.849 4.664  C215 1.092
231 H 4.740 -0.442 2.759  C219 1.085
232 H 5.948 0.702 3.328  C219 1.086
233 H 5.887 0.471 1.657  C219 1.093
234 H 8.295 -0.015 1.888  C220 1.088
235 H 8.182 -0.074 3.662  C220 1.084
236 H 9.002 -1.347 2.816  C220 1.084
237 H 4.003 -1.565 1.400  C221 1.079
238 H 3.517 -2.845 0.217  C221 1.090
239 H 4.530 -1.474 -0.189  C221 1.092
240 H 6.219 -0.677 -0.019  O218 0.980
241 C 0.252 -3.029 -5.449  O242 1.236, N243 1.417, N244 1.419
242 O -0.384 -4.008 -5.856  C241 1.236
243 N -0.414 -1.798 -5.230  C241 1.417, H245 1.015, H246 1.024
244 N 1.640 -3.036 -5.154  C241 1.419, H247 1.027, H248 1.008
245 H 0.072 -1.029 -4.781  N243 1.015
246 H -1.411 -1.676 -5.428  N243 1.024
247 H 2.116 -2.167 -4.883  N244 1.027
248 H 2.234 -3.824 -5.359  N244 1.008
249 C 4.170 -0.711 -3.274  O250 1.223, N251 1.404, N252 1.383
250 O 3.829 -1.533 -4.113  C249 1.223
251 N 5.431 -0.860 -2.676  C249 1.404, H253 1.020, H254 1.015
252 N 3.385 0.337 -2.828  C249 1.383, H255 1.021, H256 1.021
253 H 5.742 -0.170 -1.991  N251 1.020
254 H 6.184 -1.390 -3.102  N251 1.015
255 H 3.781 1.076 -2.245  N252 1.021
256 H 2.536 0.545 -3.355  N252 1.021
257 C -4.737 -3.886 0.325  O258 1.226, N259 1.409, N260 1.366
258 O -5.770 -4.104 0.948  C257 1.226
259 N -4.687 -3.091 -0.837  C257 1.409, H261 1.007, H262 1.014
260 N -3.502 -4.272 0.764  C257 1.366, H263 1.006, H264 1.016
261 H -5.547 -2.749 -1.234  N259 1.007
262 H -3.859 -3.113 -1.421  N259 1.014
263 H -3.370 -4.543 1.723  N260 1.006
264 H -2.666 -4.049 0.232  N260 1.016
265 C 0.499 1.800 -3.823  O266 1.233, N267 1.423, N268 1.434
266 O 0.896 0.848 -4.499  C265 1.233
267 N -0.726 1.863 -3.102  C265 1.423, H269 1.020, H270 1.040
268 N 1.293 2.983 -3.664  C265 1.434, H271 1.035, H272 1.033
269 H -1.277 1.013 -2.985  N267 1.020
270 H -1.052 2.752 -2.671  N267 1.040
271 H 0.932 3.730 -3.046  N268 1.035
272 H 2.299 2.916 -3.892  N268 1.033
273 C 1.689 -5.578 -1.442  O274 1.216, N275 1.430, N276 1.480
274 O 1.597 -5.998 -0.304  C273 1.216
275 N 0.570 -5.410 -2.315  C273 1.430, H277 1.025, H278 1.023
276 N 3.014 -5.249 -2.015  C273 1.480, H279 1.023, H280 1.029
277 H -0.424 -5.293 -2.095  N275 1.025
278 H 0.815 -5.051 -3.241  N275 1.023
279 H 3.748 -4.856 -1.421  N276 1.023
280 H 2.802 -4.578 -2.765  N276 1.029

These are the Löwdin partial charges, in e, on atoms 1 to 99: atom 1 (C): -0.033, atom 2 (C): -0.521, atom 3 (C): -0.094, atom 4 (C): -0.173, atom 5 (C): -0.173, atom 6 (C): -0.505, atom 7 (N): -0.032, atom 8 (O): -0.054, atom 9 (C): -0.045, atom 10 (C): 0.003, atom 11 (C): -0.044, atom 12 (H): 0.081, atom 13 (H): 0.082, atom 14 (H): 0.082, atom 15 (H): 0.113, atom 16 (H): 0.110, atom 17 (H): 0.092, atom 18 (H): 0.093, atom 19 (H): 0.112, atom 20 (H): 0.111, atom 21 (H): 0.050, atom 22 (H): 0.091, atom 23 (H): 0.089, atom 24 (H): 0.065, atom 25 (H): 0.063, atom 26 (H): 0.081, atom 27 (H): 0.062, atom 28 (H): 0.102, atom 29 (H): 0.087, atom 30 (H): 0.106, atom 31 (C): -0.029, atom 32 (C): -0.469, atom 33 (C): -0.124, atom 34 (C): -0.219, atom 35 (C): -0.139, atom 36 (C): -0.459, atom 37 (N): -0.086, atom 38 (O): -0.040, atom 39 (C): -0.023, atom 40 (C): -0.017, atom 41 (C): -0.022, atom 42 (H): 0.080, atom 43 (H): 0.081, atom 44 (H): 0.079, atom 45 (H): 0.121, atom 46 (H): 0.119, atom 47 (H): 0.123, atom 48 (H): 0.101, atom 49 (H): 0.114, atom 50 (H): 0.105, atom 51 (H): 0.080, atom 52 (H): 0.048, atom 53 (H): 0.057, atom 54 (H): 0.073, atom 55 (H): 0.078, atom 56 (H): 0.058, atom 57 (H): 0.095, atom 58 (H): 0.088, atom 59 (H): 0.036, atom 60 (H): 0.104, atom 61 (C): -0.024, atom 62 (C): -0.462, atom 63 (C): -0.124, atom 64 (C): -0.196, atom 65 (C): -0.112, atom 66 (C): -0.466, atom 67 (N): -0.055, atom 68 (O): -0.079, atom 69 (C): -0.022, atom 70 (C): -0.032, atom 71 (C): -0.029, atom 72 (H): 0.076, atom 73 (H): 0.087, atom 74 (H): 0.063, atom 75 (H): 0.123, atom 76 (H): 0.132, atom 77 (H): 0.117, atom 78 (H): 0.109, atom 79 (H): 0.118, atom 80 (H): 0.102, atom 81 (H): 0.034, atom 82 (H): 0.098, atom 83 (H): 0.079, atom 84 (H): 0.063, atom 85 (H): 0.089, atom 86 (H): 0.070, atom 87 (H): 0.077, atom 88 (H): 0.060, atom 89 (H): 0.101, atom 90 (H): 0.068, atom 91 (C): -0.028, atom 92 (C): -0.515, atom 93 (C): -0.140, atom 94 (C): -0.191, atom 95 (C): -0.128, atom 96 (C): -0.477, atom 97 (N): -0.088, atom 98 (O): -0.048, atom 99 (C): -0.036